131
Properties=species:S:1:pos:R:3:forces:R:3:lowdin_charge:R:1 method="wB97M-V/def2-TZVPD" spin_multiplicity=1 homo_lumo_gap_ev=5.08 largest_force_ha_per_bohr=0.009 e_tot_ev=-85383.1692 e_homo_ev=-1.442 total_charge=-2 e_lumo_ev=3.643
Sn -0.2244 0.0390 -1.0443 0.1 0.1 -0.1 1.29
C -0.6152 2.9769 6.3084 0.0 0.0 -0.1 -0.12
C 0.3445 3.6264 5.5390 0.0 -0.1 0.0 -0.10
C 0.6892 3.1296 4.2860 0.0 0.0 0.1 -0.05
C 0.0873 1.9790 3.7789 -0.2 -0.1 -0.1 -0.23
C -0.8731 1.3365 4.5617 -0.1 0.0 -0.1 -0.02
C -1.2238 1.8301 5.8138 0.0 0.0 -0.1 -0.08
C 0.4545 1.4407 2.4201 -0.3 0.3 -0.1 -0.08
C -0.0091 2.1871 1.3321 0.2 -0.1 0.2 -0.25
C -0.7609 3.4482 1.4816 0.1 0.1 -0.1 -0.02
C -0.8755 4.0089 0.2644 0.0 -0.1 0.1 -0.01
C -0.2094 3.1199 -0.6855 0.2 0.0 0.0 -0.27
C 0.0670 3.3709 -2.0078 -0.1 0.1 0.0 -0.10
C -0.2869 4.7044 -2.5782 0.0 -0.2 0.0 -0.18
C 0.1321 5.8923 -1.9753 0.0 0.1 0.0 -0.04
C -0.1984 7.1290 -2.5178 0.0 -0.1 0.0 -0.10
C -0.9488 7.2047 -3.6851 0.0 -0.1 0.1 -0.12
C -1.3520 6.0302 -4.3095 0.0 0.0 0.0 -0.09
C -1.0179 4.7980 -3.7642 0.0 0.0 0.0 -0.03
C 0.8641 2.4983 -2.8453 0.2 0.0 -0.1 -0.27
N 1.2360 1.2376 -2.5200 0.2 0.1 0.1 0.04
C 2.3275 0.9260 -3.3158 0.0 0.0 -0.3 -0.24
C 3.2952 -0.0827 -3.0269 0.0 0.3 0.2 -0.06
C 4.7222 0.2579 -3.3005 -0.1 0.0 0.0 -0.18
C 5.2585 1.4827 -2.9026 0.0 0.0 0.0 -0.02
C 6.5953 1.7771 -3.1347 0.0 -0.1 0.0 -0.09
C 7.4121 0.8554 -3.7820 -0.1 0.0 0.0 -0.12
C 6.8869 -0.3681 -4.1760 0.0 0.0 0.0 -0.10
C 5.5541 -0.6667 -3.9241 0.1 -0.1 0.0 -0.03
C 3.0659 -1.1773 -2.2119 -0.1 -0.1 -0.1 -0.27
C 1.8386 -1.9047 -2.0176 0.2 0.0 0.0 -0.13
C 1.9486 -2.4836 -0.7898 0.0 -0.2 0.1 -0.08
C 3.2216 -2.0665 -0.2703 0.0 0.1 -0.1 -0.27
N 3.9523 -1.4058 -1.1555 -0.2 0.0 0.1 0.17
C 3.5295 -2.0774 1.1720 0.1 0.0 -0.1 -0.05
C 2.7214 -1.3082 1.9533 0.4 0.1 0.2 -0.23
C 2.7822 -1.1579 3.4190 -0.1 0.0 -0.2 -0.01
C 1.9028 -0.1988 3.7267 -0.1 0.1 0.0 0.00
C 1.3221 0.2940 2.4442 0.3 -0.1 -0.1 -0.23
N 1.8199 -0.3806 1.4233 -0.3 0.0 0.2 0.14
C 4.7296 -2.7775 1.6966 -0.1 0.0 -0.1 -0.16
C 5.9714 -2.5876 1.0780 -0.1 0.0 0.0 -0.02
C 7.1053 -3.2227 1.5647 -0.1 0.0 0.0 -0.10
C 7.0251 -4.0749 2.6624 -0.1 0.1 0.0 -0.12
C 5.7917 -4.2943 3.2605 0.0 0.0 0.0 -0.10
C 4.6549 -3.6546 2.7788 0.0 -0.1 0.1 -0.05
C 2.5514 1.9887 -4.2397 -0.1 -0.2 0.1 -0.05
C 1.6239 2.9600 -3.9671 -0.1 0.1 0.1 -0.03
N 0.2114 1.9902 -0.0042 -0.1 0.0 0.0 -0.05
H -0.8905 3.3654 7.2836 0.0 0.0 0.0 0.09
H 0.8271 4.5202 5.9174 0.0 0.0 0.0 0.09
H 1.4321 3.6378 3.6800 0.0 0.0 0.0 0.12
H -1.3595 0.4491 4.1660 0.0 0.0 0.1 0.11
H -1.9813 1.3207 6.3987 0.0 0.0 0.0 0.09
H -1.1381 3.8425 2.4124 0.0 0.0 0.0 0.11
H -1.3777 4.9337 0.0220 0.1 0.0 0.0 0.11
H 0.7389 5.8385 -1.0780 0.0 0.0 0.0 0.12
H 0.1446 8.0360 -2.0332 0.0 0.0 0.0 0.09
H -1.2109 8.1677 -4.1072 0.0 0.0 0.0 0.09
H -1.9322 6.0706 -5.2248 0.0 0.0 0.0 0.10
H -1.3225 3.8833 -4.2574 0.0 0.0 0.0 0.10
H 4.6161 2.1902 -2.3914 0.0 0.0 0.0 0.13
H 7.0017 2.7261 -2.8055 0.0 0.0 0.0 0.09
H 8.4532 1.0891 -3.9714 0.0 0.0 0.0 0.09
H 7.5177 -1.0927 -4.6769 0.0 0.0 0.0 0.09
H 5.1425 -1.6266 -4.2141 0.0 0.0 0.0 0.11
H 1.0467 -2.0161 -2.7485 0.1 0.1 0.1 0.09
H 1.2181 -3.0884 -0.2693 0.0 0.1 0.0 0.10
H 3.4053 -1.7257 4.0939 0.0 0.1 0.0 0.09
H 1.6709 0.1785 4.7126 0.0 0.0 -0.1 0.10
H 6.0194 -1.9336 0.2141 0.0 0.0 0.0 0.10
H 8.0612 -3.0488 1.0859 0.0 0.0 0.0 0.09
H 7.9144 -4.5629 3.0453 0.0 0.0 0.0 0.09
H 5.7099 -4.9760 4.0996 0.0 0.0 0.0 0.09
H 3.6899 -3.8499 3.2333 0.0 0.0 0.0 0.11
H 3.3346 2.0060 -4.9847 0.0 0.0 0.1 0.10
H 1.5283 3.9272 -4.4383 0.0 0.0 0.0 0.10
C -3.5990 1.5993 1.3635 0.0 0.0 0.0 -0.06
C -4.1855 0.2049 1.1389 -0.1 0.0 0.1 -0.37
C -5.6951 0.2828 0.8877 0.0 0.0 0.0 -0.06
C -3.8418 -0.7293 2.2830 0.0 0.0 0.0 -0.14
C -4.1942 -0.3886 3.5871 0.0 0.0 0.0 -0.08
C -3.8541 -1.1933 4.6653 0.0 -0.1 -0.1 -0.13
C -3.1142 -2.3468 4.4237 0.0 0.0 -0.1 -0.07
C -2.7372 -2.7233 3.1369 0.0 0.0 0.0 -0.14
C -1.8956 -3.9779 2.9626 -0.1 0.0 -0.1 -0.37
C -0.5136 -3.6691 2.3880 0.2 0.0 0.0 -0.07
C -2.5915 -5.0739 2.1421 0.0 0.0 0.0 -0.07
C -3.1320 -1.9302 2.0253 0.0 -0.1 0.0 -0.19
N -2.7243 -2.2802 0.7491 0.0 0.1 0.0 0.08
C -3.5527 -2.8767 -0.0992 -0.1 -0.2 0.2 -0.29
C -4.8872 -3.3156 0.1676 0.0 0.0 -0.1 -0.06
C -5.6511 -4.0033 -0.7692 0.1 0.0 0.0 -0.15
C -5.1521 -4.3217 -2.0271 0.0 0.1 0.1 -0.16
C -3.8356 -3.9360 -2.3222 0.0 0.1 0.0 -0.07
C -3.0934 -3.2509 -1.3997 -0.1 0.1 0.1 -0.23
F -1.8159 -2.9048 -1.7219 0.0 -0.1 0.0 -0.01
H -3.7842 2.2371 0.4928 0.0 0.0 0.1 0.08
H -2.5171 1.5470 1.5173 -0.2 0.0 0.0 0.06
H -4.0434 2.0830 2.2414 0.0 0.0 0.0 0.07
H -3.7168 -0.2155 0.2529 0.1 0.0 -0.1 0.11
H -6.2242 0.5984 1.7951 0.0 0.0 -0.1 0.07
H -6.0871 -0.6899 0.5829 0.0 0.0 0.0 0.06
H -5.9179 1.0051 0.0935 0.0 -0.1 0.1 0.07
H -4.7482 0.5307 3.7649 0.0 0.0 0.0 0.10
H -4.1549 -0.9293 5.6742 0.0 0.0 0.0 0.08
H -2.8182 -2.9767 5.2595 0.0 0.0 0.0 0.09
H -1.7479 -4.3786 3.9713 0.0 0.0 0.1 0.11
H -0.6047 -3.2862 1.3700 0.0 0.0 0.1 0.06
H 0.1151 -4.5692 2.3809 -0.1 0.0 0.0 0.07
H -0.0060 -2.9115 2.9871 0.1 0.1 0.0 0.07
H -2.5099 -4.8722 1.0731 0.0 0.0 0.1 0.07
H -3.6542 -5.1435 2.3895 0.1 0.0 0.0 0.07
H -2.1274 -6.0466 2.3460 0.0 0.1 0.0 0.07
H -5.2891 -3.1128 1.1553 0.0 0.0 0.0 0.10
H -6.6567 -4.3134 -0.5015 0.0 0.0 0.0 0.08
H -5.7519 -4.8500 -2.7569 0.0 0.0 0.0 0.07
H -3.3813 -4.1620 -3.2819 0.0 0.0 0.0 0.10
C -2.6502 1.2366 -4.8422 0.0 -0.1 0.0 -0.10
C -1.6549 0.4641 -3.9698 0.0 -0.1 0.0 -0.52
C -1.8184 -1.0329 -4.2412 0.1 0.0 0.0 -0.10
C -1.8337 0.7792 -2.4801 0.0 0.2 0.1 -0.34
H -2.5267 0.9985 -5.9080 0.0 0.0 0.1 0.07
H -2.5396 2.3158 -4.7185 0.0 0.0 0.0 0.04
H -3.6749 0.9753 -4.5501 0.1 0.0 0.0 0.08
H -0.6408 0.7521 -4.2814 -0.1 0.0 0.0 0.11
H -2.8552 -1.3397 -4.0625 0.1 0.0 0.0 0.08
H -1.1929 -1.6296 -3.5747 0.0 0.0 -0.1 0.04
H -1.5589 -1.2862 -5.2758 0.0 0.0 0.0 0.07
H -2.7591 0.3065 -2.1227 0.0 -0.1 0.0 0.04
H -1.9632 1.8589 -2.3396 0.0 0.0 0.0 0.03